The following is a quantum chemistry calculation of a cluster of 2 separate species, C4H15N4P in total, from the OMol25 dataset.

Last column: natural (NBO) charge in e.
CARTESIAN COORDINATES (ANGSTROEM)
C1 2.306 -2.053 1.028  -0.414
C2 -0.921 -0.870 -1.941  0.019
C3 2.274 2.340 -0.323  -0.401
C4 -3.761 0.819 0.710  -0.409
N1 1.094 -1.315 0.881  -1.048
N2 0.223 -0.412 -1.662  -0.652
N3 2.193 0.932 -0.029  -0.994
N4 -2.932 -0.371 0.606  -0.853
P1 0.779 0.134 0.412  1.287
H1 2.360 -2.829 0.254  0.180
H2 2.280 -2.560 1.996  0.195
H3 3.233 -1.465 0.979  0.148
H4 -1.791 -0.342 -1.578  0.197
H5 -1.092 -1.793 -2.493  0.161
H6 -1.970 -0.158 0.861  0.368
H7 2.769 2.509 -1.283  0.185
H8 1.260 2.732 -0.378  0.203
H9 2.820 2.889 0.450  0.184
H10 -3.341 1.593 0.069  0.188
H11 -4.765 0.580 0.347  0.187
H12 -3.852 1.221 1.727  0.167
H13 1.014 -0.973 -1.983  0.363
H14 3.085 0.472 0.103  0.386
H15 -3.264 -1.081 1.248  0.355

The gap between HOMO and LUMO is 8.854 eV. The charge is 0. The LUMO energy is 0.03157 Eh. The energy above the lowest of the compared OMol25 structures with the same formula, charge and spin comes out at 56.8 kJ/mol. For the highest occupied orbital energy, the calculation gives -8.00 eV.